Version A
DFT (wB97M-V/def2-TZVPD) results for an isolated molecule of C3H2FN.

Results
SMILES ... C=C(F)C#N
HOMO level ... -10.482 eV
Frontier orbital gap ... 10.27 eV
Multiplicity ... 1

The geometry in XYZ format:
```
7
Properties=species:S:1:pos:R:3:lowdin_charge:R:1
F 1.034 -0.998 -0.811 0.05
N 1.588 0.265 1.987 0.19
C 0.908 0.171 1.056 -0.15
C -0.995 0.145 -0.647 0.13
C 0.219 -0.163 -0.129 -0.35
H -1.224 0.135 -1.680 0.07
H -1.531 0.444 0.223 0.07
```

=====

Version B
DFT (wB97M-V/def2-TZVPD) results for an isolated molecule of C3H2FN.

Results
SMILES ... N#C/C=C/F
HOMO level ... -10.297 eV
Frontier orbital gap ... 10.42 eV
Multiplicity ... 1

The geometry in XYZ format:
```
7
Properties=species:S:1:pos:R:3:lowdin_charge:R:1
F -0.803 -0.734 -1.849 0.01
N 1.153 0.703 2.165 0.13
C 0.608 0.465 1.141 -0.25
C 0.214 0.304 -0.237 -0.11
C -0.834 -0.499 -0.524 -0.14
H 0.672 0.956 -1.184 0.19
H -1.441 -0.884 0.380 0.16
```

=====

If we sort the structures by their calculated energies, the order from most to least stable is version A, version B.